Computed, not measured: a cluster of 7 separate species, C20H35Cl12IN2O7P3 in total, with ωB97M-V/def2-TZVPD.

Structure (XYZ):
```
80
C20H35Cl12IN2O7P3 ωB97M-V/def2-TZVPD
C -3.435 2.158 -2.221
C -2.955 0.942 -3.037
P -1.164 0.501 -2.881
C -0.447 1.800 -1.811
O -1.182 -1.008 -1.991
C -0.253 -1.144 -1.035
O 0.746 -1.783 -1.237
C -0.407 -0.553 0.362
C 0.783 -0.440 1.056
C 0.826 0.037 2.346
P 2.483 0.060 3.136
O 2.553 -1.010 4.115
O 3.557 -0.144 1.910
O 2.864 1.474 3.747
N -0.319 0.436 2.943
C -0.285 0.995 4.317
C -0.777 0.043 5.425
C -1.553 0.892 6.450
O 0.351 -0.508 6.074
C -1.507 0.342 2.306
P -3.063 0.899 3.189
N -3.063 2.445 3.432
C -1.586 -0.165 0.999
C -2.917 -0.314 0.306
C -3.762 -1.467 0.869
O -4.928 -1.534 0.664
I -2.799 -2.961 2.093
H -3.186 3.075 -2.751
H -4.523 2.107 -2.134
H -3.052 2.165 -1.203
H -3.173 1.026 -4.102
H -3.519 0.072 -2.681
H -0.675 2.802 -2.174
H -0.874 1.769 -0.799
H 0.630 1.693 -1.673
H 1.699 -0.771 0.589
H 3.241 0.446 1.202
H 3.126 1.319 4.670
H -0.875 1.910 4.307
H 0.719 1.285 4.609
H -1.412 -0.738 4.994
H -1.153 1.907 6.494
H -1.491 0.455 7.444
H -2.612 0.992 6.200
H 0.028 -1.226 6.629
H -3.147 0.091 4.329
H -4.145 0.541 2.384
H -3.115 2.628 4.430
H -3.490 0.595 0.490
H -2.834 -0.413 -0.768
C -2.521 -0.069 -7.160
Cl -3.960 0.547 -6.325
Cl -1.095 0.909 -6.803
H -2.339 -1.086 -6.833
H -2.706 -0.042 -8.226
C 1.766 3.925 -3.759
Cl 2.165 4.571 -2.162
Cl 0.060 4.166 -4.163
H 2.371 4.429 -4.503
H 1.973 2.861 -3.764
C 1.536 -4.657 -2.349
Cl 1.272 -5.841 -1.065
Cl 1.423 -5.381 -3.960
H 0.783 -3.885 -2.268
H 2.525 -4.231 -2.229
C 4.795 -3.873 2.466
Cl 3.746 -2.449 2.332
Cl 4.309 -5.122 1.309
H 5.813 -3.569 2.252
H 4.727 -4.277 3.469
C 1.210 -4.590 -7.397
Cl 2.596 -3.615 -7.895
Cl -0.326 -3.803 -7.792
H 1.253 -5.543 -7.910
H 1.256 -4.729 -6.323
C 4.802 4.337 1.906
Cl 3.658 5.653 1.643
Cl 4.411 2.921 0.915
H 5.796 4.675 1.638
H 4.768 4.046 2.948
```

Results
HOMO = -11.2 eV
total charge = +1
LUMO level = -5.177 eV
gap between HOMO and LUMO = 0.2214 Eh
electronic energy = -8263.07112 hartree
molar mass = 1060.77 Da

Electronic structure analysis, Mulliken charges in units of e: C -1.249; C 0.344; P 0.340; C -0.929; O -0.481; C 0.273; O -0.528; C 0.623; C -1.068; C 0.604; P 0.919; O -0.652; O -0.524; O -0.513; N -0.006; C -2.305; C 0.550; C -1.288; O -0.474; C 0.589; P 0.254; N -0.767; C 0.732; C -0.826; C -0.153; O -0.428; I 0.071; H 0.364; H 0.377; H 0.215; H -0.373; H 0.528; H 0.369; H 0.023; H 0.438; H 1.063; H 0.105; H 0.397; H 0.608; H 0.687; H 0.413; H 0.338; H 0.403; H 0.332; H 0.374; H 0.157; H 0.153; H 0.302; H 0.473; H 0.009; C -0.153; Cl -0.183; Cl -0.131; H 0.142; H 0.344; C -0.279; Cl -0.117; Cl -0.133; H 0.365; H 0.221; C 0.301; Cl -0.165; Cl -0.267; H -0.215; H 0.250; C -0.438; Cl 0.029; Cl -0.148; H 0.294; H 0.294; C 0.398; Cl -0.155; Cl -0.147; H 0.306; H -0.318; C -0.252; Cl -0.142; Cl -0.104; H 0.341; H 0.201

Computed, not measured: a structure of composition C27H31CaN5O2SbSe4, with ωB97M-V/def2-TZVPD.

Structure (XYZ):
```
71
C27H31CaN5O2SbSe4 ωB97M-V/def2-TZVPD
Ca -2.288 -5.229 -17.474
C -7.484 -3.937 -17.201
O -7.029 -4.197 -18.553
C -5.990 -5.019 -18.369
N -5.847 -5.553 -17.256
C -6.929 -5.131 -16.397
C -6.518 -4.748 -15.013
C -5.495 -3.810 -14.887
C -5.192 -3.315 -13.599
C -6.024 -3.606 -12.540
C -7.183 -4.400 -12.685
C -7.388 -4.993 -13.958
C -5.210 -5.236 -19.665
C -5.898 -5.110 -20.883
C -5.172 -5.247 -22.080
C -3.795 -5.577 -22.033
C -3.199 -5.810 -20.779
N -3.957 -5.635 -19.641
C -1.810 -6.304 -20.485
N -1.318 -6.637 -19.410
C 0.027 -6.985 -19.629
C 0.301 -6.401 -21.024
O -1.022 -6.391 -21.599
C 0.383 -8.434 -19.458
C -0.573 -9.408 -19.475
C -0.223 -10.723 -19.271
C 1.104 -11.151 -19.087
C 2.101 -10.197 -19.036
C 1.722 -8.800 -19.207
H -8.559 -3.838 -17.180
H -6.974 -2.985 -16.856
H -7.725 -5.881 -16.300
H -4.861 -3.565 -15.713
H -4.337 -2.632 -13.493
H -5.786 -3.161 -11.566
H -7.801 -4.491 -11.846
H -8.253 -5.613 -14.140
H -6.917 -4.824 -20.875
H -5.716 -5.028 -22.996
H -3.221 -5.684 -22.978
H 0.671 -6.455 -18.962
H 1.027 -6.837 -21.755
H 0.615 -5.365 -20.953
H -1.623 -9.214 -19.478
H -1.047 -11.411 -19.254
H 1.215 -12.234 -18.889
H 3.168 -10.439 -19.021
H 2.506 -7.974 -19.124
N -0.228 -6.230 -16.410
C 0.128 -7.470 -15.759
C -0.966 -8.589 -15.911
C -2.128 -8.641 -14.916
C -3.129 -7.493 -14.975
N -3.556 -7.265 -16.357
H 0.467 -5.970 -17.084
H -0.185 -5.452 -15.802
H 0.275 -7.340 -14.700
H 0.993 -7.894 -16.250
H -0.416 -9.528 -15.702
H -1.376 -8.616 -16.906
H -1.675 -8.536 -13.936
H -2.661 -9.594 -15.069
H -2.639 -6.609 -14.621
H -3.897 -7.844 -14.241
H -4.458 -6.728 -16.424
H -3.782 -8.180 -16.829
Se -1.616 -3.583 -15.129
Sb -1.462 -2.173 -17.267
Se -0.173 -3.656 -18.774
Se -3.583 -2.665 -18.322
Se -0.668 0.099 -17.041
```

Results
HOMO = -3.7 eV
total charge = -1
LUMO level = 1.773 eV
gap between HOMO and LUMO = 0.2013 Eh
energy relative to the best compared isomer or geometry (same formula, charge and spin) = 0.000 eV
electronic energy = -11995.55030 hartree
molar mass = 935.26 Da

Electronic structure analysis, Mulliken charges in units of e: Ca 0.617; C -0.531; O -0.390; C 0.111; N -0.317; C -0.277; C 0.656; C 0.049; C -0.816; C -0.335; C -0.790; C -0.609; C 0.277; C -0.923; C -0.555; C -0.391; C -0.197; N 0.199; C 0.473; N 0.141; C 0.326; C -0.450; O -0.509; C -0.065; C -0.271; C -0.563; C -0.485; C -0.803; C -0.217; H 0.278; H 0.369; H 0.580; H 0.271; H 0.394; H 0.345; H 0.457; H 0.338; H 0.603; H 0.397; H 0.455; H -0.011; H 0.254; H 0.281; H 0.340; H 0.374; H 0.336; H 0.385; H 0.338; N -0.079; C -0.971; C 0.372; C -1.213; C -0.254; N -0.159; H 0.041; H 0.282; H 0.387; H 0.381; H 0.344; H -0.344; H 0.344; H 0.378; H 0.234; H 0.364; H 0.182; H 0.167; Se -0.717; Sb 0.769; Se -0.441; Se -0.508; Se -0.696

Computed, not measured: a cluster of 2 separate species, C4H7BrO in total, with ωB97M-V/def2-TZVPD.

Structure (XYZ):
```
13
C4H7BrO ωB97M-V/def2-TZVPD
C 1.510 -1.372 -0.875
C 2.157 -0.982 0.231
C -1.578 0.928 -0.587
C -1.894 -0.049 0.578
O -1.798 0.305 1.779
Br 1.838 0.741 0.885
H 0.811 -0.649 -1.429
H 1.579 -2.329 -1.221
H -1.777 0.636 -1.539
H -1.881 1.952 -0.378
H -0.438 1.073 -0.349
H 2.812 -1.459 0.924
H -1.342 1.206 1.983
```

Results
HOMO = -7.7 eV
total charge = 0
LUMO level = 0.570 eV
gap between HOMO and LUMO = 0.3054 Eh
energy relative to the best compared isomer or geometry (same formula, charge and spin) = 4.290 eV
electronic energy = -2805.69814 hartree
molar mass = 151.00 Da

Electronic structure analysis, Mulliken charges in units of e: C -0.542; C -0.063; C -0.512; C -0.147; O -0.130; Br -0.155; H 0.130; H 0.281; H 0.315; H 0.326; H -0.112; H 0.375; H 0.235

Computed, not measured: an isolated molecule of CCl2O, with ωB97M-V/def2-TZVPD.

Structure (XYZ):
```
4
CCl2O ωB97M-V/def2-TZVPD
C 0.084 -0.161 0.019
O 0.725 -1.199 0.083
Cl -0.531 0.507 -1.417
Cl -0.277 0.852 1.315
```

Results
HOMO = -11.4 eV
total charge = 0
LUMO level = 0.253 eV
gap between HOMO and LUMO = 0.4299 Eh
energy relative to the best compared isomer or geometry (same formula, charge and spin) = 0.031 eV
SMILES = O=C(Cl)Cl
electronic energy = -1033.72668 hartree
molar mass = 98.92 Da

Electronic structure analysis, Mulliken charges in units of e: C 0.572; O -0.396; Cl -0.092; Cl -0.085

Computed, not measured: a cluster of 4 separate species, C7H13Cl9 in total, with ωB97M-V/def2-TZVPD.

Structure (XYZ):
```
29
C7H13Cl9 ωB97M-V/def2-TZVPD
Cl -1.139 -3.950 -0.657
C -0.001 -2.647 -0.234
C 1.095 -2.414 -1.246
Cl 2.044 -3.896 -1.569
H 0.430 -2.921 0.728
H -0.585 -1.739 -0.087
H 1.807 -1.719 -0.803
H 0.728 -2.022 -2.189
Cl 3.482 3.520 2.027
C 3.687 3.148 0.291
C 4.166 1.745 0.056
Cl 2.990 0.535 0.621
H 4.433 3.854 -0.071
H 2.761 3.351 -0.243
H 5.112 1.541 0.548
H 4.291 1.620 -1.020
Cl -3.649 -1.200 -1.755
C -3.950 -0.526 -0.141
C -4.749 -1.467 0.728
Cl -3.702 -2.819 1.245
H -4.445 0.436 -0.282
H -3.005 -0.292 0.342
H -5.581 -1.894 0.173
H -5.156 -0.985 1.613
C -0.125 2.186 0.431
Cl 0.126 1.683 -1.248
Cl -0.744 0.839 1.378
Cl -1.164 3.596 0.513
H 0.842 2.435 0.849
```

Results
HOMO = -10.2 eV
total charge = 0
LUMO level = 0.340 eV
gap between HOMO and LUMO = 0.3874 Eh
energy relative to the best compared isomer or geometry (same formula, charge and spin) = 0.060 eV
SMILES = ClC(Cl)Cl.ClCCCl.ClCCCl.ClCCCl
electronic energy = -4416.25211 hartree
molar mass = 416.26 Da

Electronic structure analysis, Mulliken charges in units of e: Cl -0.180; C -0.036; C -0.064; Cl -0.206; H 0.332; H -0.099; H -0.057; H 0.319; Cl -0.168; C -0.541; C -0.384; Cl -0.139; H 0.364; H 0.283; H 0.364; H 0.245; Cl -0.167; C -0.012; C -0.463; Cl -0.159; H 0.338; H -0.155; H 0.325; H 0.311; C 0.537; Cl -0.112; Cl -0.127; Cl -0.128; H -0.220

Computed, not measured: a structure of composition C3H11CdClP, with ωB97M-V/def2-TZVPD.

Structure (XYZ):
```
17
C3H11CdClP ωB97M-V/def2-TZVPD
P 1.650 -0.620 -0.327
C 0.448 0.901 -0.507
C -0.861 0.751 0.325
C -1.600 -0.554 -0.056
Cl -3.381 -0.262 -0.231
H 2.283 -0.251 -1.581
H 2.674 0.173 0.379
H 1.015 -0.968 0.931
H 0.763 -1.508 -1.097
H 2.557 -1.768 -0.183
H 0.215 1.008 -1.574
H 0.962 1.811 -0.184
H -0.592 0.724 1.415
H -1.497 1.638 0.134
H -1.449 -1.280 0.742
H -1.264 -0.920 -1.028
Cd -1.924 1.123 2.844
```

Results
HOMO = -11.8 eV
total charge = +1
LUMO level = -8.654 eV
gap between HOMO and LUMO = 0.1172 Eh
electronic energy = -1089.57667 hartree
molar mass = 225.96 Da

Electronic structure analysis, Mulliken charges in units of e: P -0.365; C -0.970; C -0.784; C -0.354; Cl -0.127; H 0.099; H 0.127; H 0.030; H 0.105; H 0.308; H 0.444; H 0.453; H 0.449; H 0.594; H 0.335; H 0.290; Cd 0.366

Computed, not measured: a structure of composition C4H4Cl2O, with ωB97M-V/def2-TZVPD.

Structure (XYZ):
```
11
C4H4Cl2O ωB97M-V/def2-TZVPD
C -1.032 -0.548 0.533
C -2.629 -0.115 0.552
C 0.809 1.110 -0.391
C 0.807 -0.323 -0.039
O -2.169 -0.907 -0.299
Cl 0.973 -1.536 -1.262
Cl 1.583 -0.741 1.422
H -0.961 -1.275 1.201
H 0.391 1.632 0.335
H 0.353 1.277 -1.394
H 1.876 1.426 -0.657
```

Results
HOMO = -9.5 eV
total charge = 0
LUMO level = 0.486 eV
gap between HOMO and LUMO = 0.3676 Eh
energy relative to the best compared isomer or geometry (same formula, charge and spin) = 5.401 eV
electronic energy = -1150.21751 hartree
molar mass = 138.98 Da

Electronic structure analysis, Mulliken charges in units of e: C -0.360; C -0.166; C -1.195; C 0.629; O -0.081; Cl -0.131; Cl -0.137; H 0.381; H 0.425; H 0.312; H 0.323

Computed, not measured: an isolated molecule of C6H10O, with ωB97M-V/def2-TZVPD.

Structure (XYZ):
```
17
C6H10O ωB97M-V/def2-TZVPD
C 1.929 0.199 -0.262
C 1.094 -0.905 0.234
C -0.089 -0.667 1.160
C -0.889 -0.172 -0.076
O -2.179 -0.740 -0.230
C -0.918 1.333 -0.224
C 0.235 -0.774 -0.952
H 1.726 1.151 -0.712
H 3.001 -0.004 -0.198
H 0.111 1.685 -0.227
H 1.751 -1.762 0.337
H 0.046 0.028 1.995
H -0.452 -1.640 1.504
H -2.799 -0.163 0.245
H -1.386 1.578 -1.183
H -1.426 1.837 0.603
H 0.247 -0.985 -2.014
```

Results
HOMO (spin up / spin down) = -7.7 / -7.7 eV
total charge = 0
LUMO level (spin up / spin down) = 0.529 / 0.571 eV
gap between HOMO and LUMO (spin up / spin down) = 0.3007 / 0.3051 Eh
energy relative to the best compared isomer or geometry (same formula, charge and spin) = 4.261 eV
electronic energy = -309.68579 hartree
molar mass = 98.14 Da

Electronic structure analysis, Mulliken charges in units of e: C -1.088; C 0.476; C -0.927; C 1.239; O -0.549; C -1.500; C -1.041; H 0.317; H 0.286; H 0.282; H 0.386; H 0.271; H 0.316; H 0.349; H 0.322; H 0.453; H 0.408

Q: What is the molar mass in the third record?
A: 151.00 Da